{"formula": "C32H64O19S5", "method": "ωB97M-V with the def2-TZVPD basis set", "smiles": "O=S1(=O)CCCC1.O=S1(=O)CCCC1.O=S1(=O)CCCC1.O=S1(=O)CCCC1.O=S1(=O)CCCC1.CCOC(=O)OC.CCOC(=O)OC.CCOC(=O)OC", "total_charge": 0, "e_above_lowest_ev": 5.936, "species": ["C", "C", "O", "C", "O", "O", "C", "H", "H", "H", "H", "H", "H", "H", "H", "C", "C", "O", "C", "O", "O", "C", "H", "H", "H", "H", "H", "H", "H", "H", "C", "C", "O", "C", "O", "O", "C", "H", "H", "H", "H", "H", "H", "H", "H", "C", "C", "C", "S", "O", "O", "C", "H", "H", "H", "H", "H", "H", "H", "H", "C", "C", "C", "S", "O", "O", "C", "H", "H", "H", "H", "H", "H", "H", "H", "C", "C", "C", "S", "O", "O", "C", "H", "H", "H", "H", "H", "H", "H", "H", "C", "C", "C", "S", "O", "O", "C", "H", "H", "H", "H", "H", "H", "H", "H", "C", "C", "C", "S", "O", "O", "C", "H", "H", "H", "H", "H", "H", "H", "H"], "coordinates": [[-1.0605, 9.2288, -0.9124], [-0.3070, 8.3567, 0.0316], [-0.9448, 7.1567, 0.3516], [-1.0282, 6.1462, -0.5017], [-0.5224, 6.0634, -1.6043], [-1.7149, 5.2319, 0.0058], [-2.0038, 3.9902, -0.6505], [-0.9833, 8.9578, -1.9653], [-0.5768, 10.1955, -0.7718], [-2.1008, 9.2979, -0.5942], [-0.3036, 8.8901, 0.9822], [0.7065, 8.0928, -0.2707], [-2.1066, 4.1217, -1.7276], [-2.9106, 3.4495, -0.3793], [-1.0947, 3.4102, -0.4919], [2.3721, -0.6657, 1.7783], [1.0269, 0.1721, 1.7585], [0.6814, 0.8660, 0.5949], [-0.1305, 0.2506, -0.2829], [-0.5774, -0.9224, -0.2065], [-0.2628, 1.0699, -1.3669], [-1.3375, 0.8198, -2.2539], [2.1918, -1.7193, 1.5649], [3.0086, -0.6555, 2.6632], [3.0165, -0.1664, 1.0549], [1.2910, 0.8753, 2.5484], [0.1509, -0.3576, 2.1331], [-1.2895, 1.6258, -2.9862], [-2.2428, 0.9409, -1.6591], [-1.2926, -0.1837, -2.6771], [-4.1667, 0.9286, -6.1514], [-4.3127, 2.3765, -5.7861], [-3.2468, 2.9690, -4.9739], [-2.2171, 3.4040, -5.4877], [-2.1248, 3.7576, -6.6683], [-1.4363, 3.7624, -4.4008], [-0.3589, 4.6112, -4.7113], [-4.1962, 0.2952, -5.2647], [-3.2700, 0.7509, -6.7450], [-4.9878, 0.4463, -6.6818], [-5.1478, 2.6815, -5.1556], [-4.4317, 2.9254, -6.7203], [0.1464, 4.6070, -5.6771], [0.4090, 4.3928, -3.9692], [-0.5155, 5.6437, -4.3993], [-3.1544, -3.6593, 3.2610], [-2.8339, -3.5364, 1.7950], [-3.3412, -2.1247, 1.3343], [-4.8582, -1.6330, 2.2895], [-6.0885, -2.0822, 1.6762], [-4.7439, -0.2206, 2.6371], [-4.4369, -2.7851, 3.7303], [-2.3300, -3.1536, 3.7637], [-3.0275, -4.6825, 3.6146], [-3.2474, -4.2788, 1.1123], [-1.7474, -3.5362, 1.7078], [-3.4847, -1.8584, 0.2871], [-2.6093, -1.3493, 1.5606], [-5.3264, -3.4118, 3.7948], [-4.3372, -2.1618, 4.6189], [3.3668, 3.8132, 5.8950], [3.1738, 2.4471, 5.1403], [3.6357, 2.4681, 3.6985], [4.2678, 4.1203, 3.3047], [3.8046, 4.3556, 1.9312], [5.7139, 4.0941, 3.6603], [3.3015, 4.8152, 4.7583], [4.4183, 3.6347, 6.1199], [2.8351, 3.9983, 6.8283], [2.1542, 2.0629, 5.1676], [3.7034, 1.5988, 5.5739], [2.7398, 2.2982, 3.1012], [4.3281, 1.6730, 3.4219], [2.3585, 4.9659, 4.2328], [3.7966, 5.7176, 5.1171], [-0.6418, -3.7484, -4.9044], [-0.6128, -3.2652, -3.4289], [-2.0128, -3.5145, -2.9067], [-2.6095, -5.2054, -3.5560], [-3.9952, -5.1604, -4.0327], [-2.0422, -6.2977, -2.8050], [-1.4339, -5.0722, -5.0594], [0.2952, -3.7274, -5.4609], [-1.1266, -2.9701, -5.4937], [-0.1988, -2.2605, -3.3440], [0.2099, -3.7760, -2.9285], [-2.7537, -2.9075, -3.4270], [-2.1264, -3.4963, -1.8228], [-1.9109, -5.1743, -6.0342], [-0.6586, -5.8383, -5.0501], [0.7006, -5.1364, 4.5359], [0.6059, -4.7330, 5.9710], [0.1636, -3.2693, 5.9214], [1.1554, -2.4390, 4.6827], [2.3072, -1.7362, 5.2576], [0.1903, -1.5933, 4.0160], [1.5408, -4.0309, 3.7646], [-0.2949, -5.3670, 4.1564], [1.0875, -6.1460, 4.3976], [1.6154, -4.8386, 6.3684], [-0.0713, -5.3875, 6.5198], [0.1750, -2.6849, 6.8414], [-0.8702, -3.2235, 5.5789], [2.6002, -4.0974, 4.0126], [1.2470, -3.9459, 2.7184], [3.2526, -3.2391, -1.3299], [2.9657, -2.5330, -2.6769], [4.3179, -2.7178, -3.3022], [5.5560, -1.9683, -2.1552], [5.4811, -0.5117, -2.3045], [6.8220, -2.7420, -2.1861], [4.4688, -2.4158, -0.7446], [3.3849, -4.3039, -1.5215], [2.3464, -3.2757, -0.7254], [2.7763, -1.4637, -2.5827], [2.1640, -2.8867, -3.3251], [4.4520, -2.3133, -4.3054], [4.4727, -3.7851, -3.4608], [4.2294, -1.4213, -0.3681], [4.9473, -3.0600, -0.0069]]}

{"formula": "C23H66O10", "method": "ωB97M-V with the def2-TZVPD basis set", "total_charge": -1, "spin_multiplicity": 2, "total_energy_ev": -45393.693, "species": ["C", "C", "O", "H", "H", "H", "H", "H", "H", "C", "C", "O", "H", "H", "H", "H", "H", "H", "C", "C", "O", "H", "H", "H", "H", "H", "H", "C", "C", "O", "H", "H", "H", "H", "H", "H", "O", "H", "H", "C", "C", "C", "O", "H", "H", "H", "H", "H", "H", "H", "H", "C", "C", "C", "O", "H", "H", "H", "H", "H", "H", "H", "H", "C", "C", "C", "O", "H", "H", "H", "H", "H", "H", "H", "H", "C", "C", "C", "O", "H", "H", "H", "H", "H", "H", "H", "H", "C", "C", "C", "O", "H", "H", "H", "H", "H", "H", "H", "H"], "coordinates": [[0.7237, 3.1254, 4.6138], [0.0528, 4.4231, 4.1964], [-0.0094, 5.3372, 5.2697], [0.8007, 2.3489, 3.8527], [0.1160, 2.6006, 5.3510], [1.7204, 3.3052, 5.0166], [-0.9735, 4.3249, 3.8427], [0.5964, 4.7957, 3.3282], [-0.7123, 5.9252, 4.9838], [3.7566, 1.0933, 2.1643], [4.1249, 2.5327, 2.2569], [3.1587, 3.2954, 1.5736], [2.8177, 0.8228, 2.6474], [4.6136, 0.5110, 2.5027], [3.6699, 0.7673, 1.1278], [5.1059, 2.8402, 1.8946], [4.1179, 2.8259, 3.3067], [3.2048, 4.2042, 1.8795], [-4.1050, 1.0528, -1.5415], [-3.6435, 1.2839, -2.9890], [-2.3020, 0.8251, -3.0250], [-3.9569, -0.0001, -1.3015], [-5.1213, 1.4003, -1.3556], [-3.5605, 1.6178, -0.7849], [-3.7671, 2.2980, -3.3692], [-4.3093, 0.6677, -3.5933], [-1.8550, 1.2220, -3.7762], [-0.0121, 0.6161, 1.4203], [-0.3548, 0.9624, -0.0283], [-1.4536, 0.0492, -0.3939], [0.6853, 1.3678, 1.7901], [0.4887, -0.3516, 1.4491], [-0.8672, 0.7013, 2.0909], [0.5577, 0.8510, -0.6140], [-0.6393, 2.0095, -0.1321], [-1.7306, 0.2548, -1.2898], [-2.4836, -1.6543, 1.4502], [-2.1443, -1.0057, 0.8334], [-2.9041, -2.3136, 0.8980], [3.4000, -1.6632, -0.8203], [4.7516, -2.3027, -0.4421], [5.4979, -1.6397, 0.7447], [4.5047, -3.5853, 0.0321], [3.0480, -2.0914, -1.7589], [3.4515, -0.6001, -1.0551], [2.7124, -1.7233, 0.0232], [5.4336, -2.2893, -1.2923], [5.5489, -0.5656, 0.5663], [6.5235, -1.9855, 0.8739], [5.0422, -1.7337, 1.7304], [4.1190, -3.5363, 0.9098], [-2.1166, -3.7456, -1.1075], [-2.9320, -4.6408, -0.1001], [-2.0543, -5.1206, 1.0340], [-3.9744, -3.9373, 0.5981], [-1.6037, -2.8921, -0.6640], [-2.6746, -3.3252, -1.9442], [-1.3404, -4.3280, -1.6038], [-3.3935, -5.4833, -0.6152], [-1.2019, -5.6961, 0.6730], [-2.5546, -5.6827, 1.8225], [-1.6392, -4.2699, 1.5745], [-4.5957, -4.6084, 0.8901], [0.6848, -1.3626, -3.6442], [-0.3566, -1.6928, -4.7338], [-0.1212, -3.0175, -5.4592], [-1.6506, -1.8197, -4.1363], [0.6111, -2.0746, -2.8223], [0.4325, -0.3939, -3.2129], [1.7243, -1.3037, -3.9670], [-0.4279, -0.8965, -5.4747], [-0.0689, -3.8624, -4.7725], [0.7593, -2.8759, -6.0859], [-0.9601, -3.1823, -6.1354], [-1.7953, -1.0147, -3.6337], [-4.6553, 0.8307, 2.1009], [-4.8131, 0.0950, 3.4249], [-6.2309, 0.3670, 3.9766], [-4.5922, -1.2761, 3.2306], [-3.6688, 0.8469, 1.6376], [-4.9838, 1.8671, 2.1779], [-5.2063, 0.4452, 1.2431], [-4.1004, 0.4571, 4.1659], [-6.3568, 1.4482, 4.0348], [-6.3073, -0.1111, 4.9532], [-7.0310, -0.0707, 3.3797], [-3.7967, -1.3564, 2.6992], [4.4238, 3.7122, -1.8295], [4.0974, 2.2316, -2.1809], [2.6625, 1.9616, -2.6137], [4.9705, 1.9750, -3.2698], [3.5278, 4.1949, -1.4392], [4.6791, 4.2348, -2.7513], [5.2754, 3.8795, -1.1700], [4.3877, 1.5280, -1.4006], [1.8499, 2.2108, -1.9313], [2.3898, 0.9356, -2.8608], [2.5019, 2.5179, -3.5372], [4.7864, 1.0845, -3.5775]]}

{"formula": "C19H26F2GaI2NOSi", "method": "ωB97M-V with the def2-TZVPD basis set", "total_charge": 0, "total_energy_ev": -105554.867, "species": ["Ga", "I", "C", "C", "C", "I", "C", "C", "C", "C", "N", "C", "C", "O", "H", "H", "H", "H", "F", "C", "F", "H", "C", "Si", "C", "C", "C", "C", "C", "C", "C", "C", "H", "H", "H", "H", "H", "H", "H", "H", "H", "H", "H", "H", "H", "H", "H", "H", "H", "H", "H", "H", "H"], "coordinates": [[0.6650, 0.4938, -1.2801], [-4.1056, 1.9228, -2.4627], [-2.6646, 2.8287, -1.2815], [-2.9636, 4.0272, -0.5982], [-2.0384, 4.6574, 0.1864], [-2.5754, 6.4197, 1.1553], [-0.7400, 4.1033, 0.3351], [0.3183, 4.6542, 1.0934], [1.5323, 4.0292, 1.1428], [1.7139, 2.8229, 0.4495], [0.7451, 2.2818, -0.2528], [-0.4663, 2.9027, -0.3399], [-1.4231, 2.2397, -1.1769], [-1.0585, 1.1366, -1.7757], [-3.9527, 4.4506, -0.7071], [0.1571, 5.5811, 1.6281], [2.3542, 4.4465, 1.7068], [2.6617, 2.3017, 0.4594], [2.5652, -0.3631, -3.1330], [2.0843, 0.8574, -2.6627], [3.1515, 1.4138, -1.9316], [1.9936, 1.4880, -3.5472], [2.2485, -2.5089, -0.4547], [0.6479, -1.6050, -0.1145], [0.5358, -1.2514, 1.7576], [0.2656, -2.5277, 2.5629], [1.8977, -0.6870, 2.1856], [-0.5436, -0.2143, 2.0935], [-0.7748, -2.5999, -0.8942], [-0.6387, -4.0941, -0.5725], [-2.1534, -2.1052, -0.4457], [-0.6736, -2.4271, -2.4182], [2.3010, -3.4390, 0.1188], [3.1122, -1.8953, -0.1925], [2.3395, -2.7518, -1.5147], [1.0011, -3.3089, 2.3521], [-0.7264, -2.9334, 2.3560], [0.3117, -2.3144, 3.6377], [2.6867, -1.4394, 2.1280], [1.8463, -0.3351, 3.2225], [2.2087, 0.1599, 1.5688], [-1.5500, -0.5871, 1.9066], [-0.4264, 0.7104, 1.5220], [-0.4822, 0.0526, 3.1554], [-0.7250, -4.2966, 0.4959], [0.3168, -4.4988, -0.9148], [-1.4325, -4.6575, -1.0769], [-2.3334, -2.3113, 0.6109], [-2.9323, -2.6261, -1.0151], [-2.2873, -1.0341, -0.6169], [0.2779, -2.7873, -2.8164], [-0.7975, -1.3862, -2.7306], [-1.4746, -2.9963, -2.9039]]}

{"formula": "C7H14N3O3", "method": "ωB97M-V with the def2-TZVPD basis set", "total_charge": 1, "e_above_lowest_ev": 4.137, "species": ["C", "C", "C", "C", "C", "C", "C", "N", "N", "N", "O", "O", "O", "H", "H", "H", "H", "H", "H", "H", "H", "H", "H", "H", "H", "H", "H"], "coordinates": [[1.9718, -1.4076, -0.3489], [-0.2569, 0.7631, -0.9882], [-1.0086, -0.6046, -0.3142], [0.3228, -0.8815, 1.4983], [1.0944, 0.8666, -0.3980], [2.5570, 2.2542, 0.9844], [-2.5013, -0.6794, -0.9017], [1.0895, -1.7850, 0.7175], [2.0284, -0.1449, -0.7148], [-3.3989, -0.0887, 0.0732], [2.5516, -2.3130, -0.8537], [-1.0049, -0.6181, 1.0703], [1.4741, 2.1352, 0.1487], [-0.4259, 0.4378, -2.0491], [-0.7965, 1.6620, -0.6772], [-0.5386, -1.4657, -0.7240], [0.4018, -0.5991, 2.5685], [2.4763, 1.6442, 1.8704], [2.6078, 3.2548, 1.1843], [3.5731, 1.8939, 0.4816], [-2.5515, -1.7551, -1.2230], [-2.5429, -0.0448, -1.7939], [1.2366, -2.6848, 1.1227], [2.6062, -0.1091, -1.5469], [-3.5185, 1.0004, -0.1434], [-3.1285, -0.3268, 1.1414], [-4.3182, -0.4040, -0.1842]]}

What is the formula in the fourth record? C7H14N3O3

What is the formula in the first record? C32H64O19S5